Formula: C5H11N
Source: OMol25
Level of theory: wB97M-V/def2-TZVPD

Spin multiplicity = 1
Kohn-Sham gap = 0.357 hartree
Structure (SMILES) = C[C@@H]1CCCN1
Largest force on an atom = 1.129 eV/A
HOMO = -8.5 eV
Energy relative to the best compared isomer or geometry (same formula, charge and spin) = 4.8 kcal/mol
Electronic energy = -6853.3190 eV

The geometry in XYZ format:
```
17
C5H11N wB97M-V/def2-TZVPD
C -0.64409 1.77964 -1.00859
C -0.46836 0.34429 -0.51829
C -0.48709 0.22600 0.98866
C 0.23544 -1.09821 1.25821
C 1.15920 -1.31383 0.05971
N 0.81222 -0.23443 -0.89244
H 0.30250 2.31220 -0.96454
H -1.44601 2.24753 -0.43944
H -0.96207 1.79597 -2.05532
H -1.28429 -0.29263 -0.91530
H 0.10723 1.02659 1.44297
H -1.49049 0.26663 1.40769
H 0.66474 -1.07883 2.25786
H -0.49389 -1.91450 1.26111
H 0.93930 -2.28467 -0.38603
H 2.20366 -1.23386 0.34407
H 0.85200 -0.54789 -1.84032
```